one) DFT (ωB97M-V/def2-TZVPD) results for a cluster of 2 separate species, C2H6N2OS in total.

Computed properties:
Orbital gap in eV: 8.361
LUMO level in eV: 0.522
Highest occupied orbital energy in eV: -7.8

Each line ends with the Löwdin charge.
Geometry (Å):
C (-0.06, 0.39, -1.98)  -0.456
C (1.04, -0.86, -0.75)  -0.404
N (-1.16, 0.90, -1.39)  0.113
N (0.06, -0.25, 1.68)  -0.351
O (0.41, 0.61, -3.04)  0.055
S (0.07, -1.53, 0.54)  0.738
H (1.83, -0.10, -0.47)  0.064
H (1.52, -1.57, -1.30)  -0.014
H (-1.63, 0.60, -0.48)  0.111
H (-1.71, 1.57, -1.91)  0.102
H (-0.93, -0.19, 1.97)  0.025
H (0.81, -0.44, 2.34)  0.016


two) DFT (ωB97M-V/def2-TZVPD) results for an isolated molecule of C2H6N2OS.

Computed properties:
Orbital gap in eV: 10.101
LUMO level in eV: 0.696
Highest occupied orbital energy in eV: -9.4

Each line ends with the Löwdin charge.
Geometry (Å):
C (0.88, 1.12, -0.32)  -0.176
N (0.32, -0.13, -0.18)  -0.738
S (1.11, -1.53, -0.19)  0.808
C (-0.78, -0.20, 0.75)  -0.286
N (-1.99, -0.59, 0.49)  -0.008
O (-2.28, -0.81, -0.80)  -0.049
H (-0.01, 1.82, -0.13)  0.116
H (1.22, 1.38, -1.40)  0.103
H (1.85, 1.05, 0.36)  0.111
H (1.87, -1.36, 0.98)  -0.089
H (-0.60, -0.18, 1.84)  0.128
H (-1.58, -0.56, -1.41)  0.080


three) DFT (ωB97M-V/def2-TZVPD) results for a cluster of 2 separate species, C2H6N2OS in total.

Computed properties:
Orbital gap in eV: 10.156
LUMO level in eV: 0.711
Highest occupied orbital energy in eV: -9.4

Each line ends with the Löwdin charge.
Geometry (Å):
O (-0.39, 3.44, 1.05)  -0.064
N (-1.43, 2.80, 0.39)  -0.130
N (-1.84, 1.75, 0.78)  -0.438
S (-1.38, 0.73, 2.04)  0.736
H (-0.51, 4.36, 1.21)  0.063
H (-1.86, -0.39, 1.41)  -0.132
C (1.14, -0.72, -0.48)  -0.048
C (0.11, -1.48, -0.72)  -0.053
H (1.02, 0.01, 0.21)  -0.017
H (2.02, -0.70, -1.05)  0.045
H (0.23, -2.20, -1.41)  -0.001
H (-0.89, -1.19, -0.37)  0.037


four) DFT (ωB97M-V/def2-TZVPD) results for a structure of composition C2H6N2OS.

Computed properties:
Orbital gap (alpha / beta) in eV: 8.759 / 8.759
LUMO level (alpha / beta) in eV: -0.617 / -0.616
Highest occupied orbital energy (alpha / beta) in eV: -9.4 / -9.4

Each line ends with the Löwdin charge.
Geometry (Å):
C (-0.24, -1.07, 0.30)  -0.205
C (0.29, 1.24, -0.06)  -0.145
N (-2.28, 0.80, 0.26)  -0.239
N (-0.51, 0.27, 0.63)  -0.214
O (-4.47, 0.32, -0.37)  -0.539
S (-3.28, -0.35, 0.18)  0.826
H (0.78, -1.27, 0.55)  0.068
H (-0.78, -1.84, 1.03)  0.118
H (-0.51, -1.24, -0.71)  0.058
H (0.01, 1.44, -1.04)  0.035
H (0.39, 2.23, 0.54)  0.113
H (1.27, 0.58, -0.17)  0.123


Bottom line: one), by a margin of 181.2 kJ/mol.


one) DFT (ωB97M-V/def2-TZVPD) results for a structure of composition C28H84O28.

Computed properties:
Orbital gap in eV: 9.233
LUMO level in eV: -0.013
Highest occupied orbital energy in eV: -9.2

Each line ends with the Löwdin charge.
Geometry (Å):
C (-1.01, -0.21, -5.46)  -0.242
C (0.00, 0.92, -5.65)  -0.210
O (1.05, 0.89, -4.70)  -0.070
O (-0.29, -1.42, -5.35)  -0.059
H (-1.78, -0.32, -6.23)  0.119
H (-1.71, 0.01, -4.64)  0.086
H (-0.43, 1.92, -5.66)  0.114
H (0.45, 0.80, -6.64)  0.120
H (1.70, 0.26, -5.03)  0.095
H (-0.82, -2.14, -5.69)  0.092
C (2.96, -1.49, 4.49)  -0.230
C (3.88, -0.53, 5.20)  -0.237
O (4.63, -1.16, 6.24)  -0.065
O (2.41, -0.87, 3.35)  -0.170
H (2.16, -1.90, 5.12)  0.117
H (3.50, -2.37, 4.14)  0.121
H (3.42, 0.40, 5.57)  0.113
H (4.62, -0.12, 4.50)  0.120
H (5.28, -0.54, 6.56)  0.079
H (1.72, -0.14, 3.58)  -0.091
C (4.49, -3.19, -1.27)  -0.186
C (3.87, -3.66, 0.07)  -0.226
O (2.60, -3.09, 0.21)  -0.068
O (5.09, -1.88, -1.11)  -0.103
H (3.65, -2.86, -1.88)  0.108
H (5.29, -3.78, -1.71)  0.117
H (4.53, -3.28, 0.85)  0.125
H (3.86, -4.75, 0.07)  0.117
H (2.69, -2.49, 0.96)  0.059
H (4.77, -1.27, -1.78)  0.072
C (3.63, 2.35, 0.00)  -0.198
C (3.17, 1.20, 0.91)  -0.264
O (3.29, -0.05, 0.23)  -0.043
O (3.82, 3.60, 0.67)  -0.047
H (3.00, 2.40, -0.89)  0.100
H (4.55, 2.07, -0.52)  0.123
H (2.13, 1.32, 1.22)  0.034
H (3.74, 1.20, 1.84)  0.123
H (4.14, -0.39, 0.53)  0.083
H (4.73, 3.83, 0.48)  0.086
C (1.54, -4.82, 3.98)  -0.242
C (0.75, -3.69, 3.27)  -0.234
O (-0.06, -4.29, 2.28)  -0.067
O (0.69, -5.75, 4.59)  -0.056
H (2.01, -4.38, 4.87)  0.109
H (2.36, -5.29, 3.43)  0.115
H (1.36, -2.96, 2.72)  0.086
H (0.10, -3.21, 4.00)  0.099
H (-0.75, -3.65, 2.09)  0.072
H (0.02, -6.14, 4.03)  0.087
C (-3.81, 4.24, 0.65)  -0.179
C (-2.69, 3.25, 0.66)  -0.203
O (-1.40, 3.81, 0.96)  -0.066
O (-4.06, 4.68, -0.70)  -0.088
H (-3.61, 5.12, 1.27)  0.133
H (-4.78, 3.80, 0.89)  0.123
H (-2.62, 2.65, -0.25)  0.101
H (-2.86, 2.51, 1.45)  0.128
H (-1.03, 4.34, 0.24)  0.111
H (-4.44, 3.96, -1.21)  0.085
C (2.08, 5.61, -3.27)  -0.224
C (2.02, 4.21, -3.90)  -0.186
O (1.71, 3.25, -2.84)  -0.118
O (2.50, 5.60, -1.91)  -0.057
H (1.16, 6.18, -3.40)  0.097
H (2.83, 6.15, -3.85)  0.112
H (2.98, 4.01, -4.37)  0.117
H (1.21, 4.04, -4.61)  0.101
H (1.78, 2.40, -3.29)  0.055
H (2.35, 4.69, -1.63)  0.050
C (-4.36, -2.39, 1.52)  -0.189
C (-4.59, -2.66, 3.01)  -0.258
O (-3.55, -3.34, 3.63)  -0.043
O (-3.29, -1.45, 1.37)  -0.120
H (-5.21, -1.79, 1.19)  0.125
H (-4.02, -3.27, 0.97)  0.131
H (-5.39, -3.40, 3.00)  0.123
H (-4.97, -1.75, 3.50)  0.120
H (-2.77, -2.77, 3.73)  0.046
H (-3.41, -0.83, 0.65)  0.063
C (-0.36, -0.77, -0.36)  -0.148
C (-0.24, 0.17, -1.55)  -0.182
O (-0.85, 1.43, -1.32)  -0.066
O (0.21, -0.10, 0.78)  -0.096
H (0.24, -1.63, -0.62)  0.110
H (-1.38, -0.99, -0.04)  0.107
H (-0.65, -0.28, -2.46)  0.114
H (0.83, 0.26, -1.73)  0.122
H (-0.68, 1.65, -0.39)  0.081
H (0.77, -0.73, 1.25)  0.095
C (1.01, -5.03, -3.15)  -0.249
C (0.40, -3.83, -2.44)  -0.230
O (-0.29, -4.20, -1.23)  -0.086
O (0.12, -6.12, -3.34)  -0.052
H (1.92, -5.35, -2.62)  0.113
H (1.43, -4.68, -4.10)  0.118
H (-0.43, -3.36, -2.96)  0.113
H (1.19, -3.11, -2.21)  0.094
H (0.31, -4.67, -0.63)  0.080
H (-0.31, -6.20, -2.49)  0.078
C (-1.39, 4.02, -3.14)  -0.245
C (-1.89, 5.30, -3.77)  -0.236
O (-2.66, 6.07, -2.87)  -0.052
O (-2.38, 3.01, -2.90)  -0.099
H (-0.88, 4.17, -2.18)  0.118
H (-0.69, 3.50, -3.80)  0.091
H (-2.40, 5.01, -4.69)  0.123
H (-1.00, 5.90, -4.00)  0.104
H (-2.91, 5.48, -2.14)  0.040
H (-1.80, 2.39, -2.42)  0.022
C (0.95, 2.00, 2.17)  -0.245
C (2.06, 1.47, 3.11)  -0.172
O (1.49, 0.78, 4.23)  -0.040
O (-0.03, 2.66, 2.94)  -0.050
H (0.52, 1.23, 1.50)  0.075
H (1.49, 2.70, 1.52)  0.127
H (2.56, 2.32, 3.58)  0.160
H (2.74, 0.84, 2.53)  0.052
H (0.72, 1.29, 4.51)  0.125
H (-0.59, 3.19, 2.34)  0.045
C (-4.23, 0.10, -2.55)  -0.215
C (-5.00, -0.24, -3.80)  -0.238
O (-4.29, -0.89, -4.85)  -0.066
O (-4.14, -0.99, -1.62)  -0.070
H (-4.70, 0.90, -1.99)  0.125
H (-3.25, 0.36, -2.94)  0.096
H (-5.43, 0.68, -4.22)  0.122
H (-5.84, -0.86, -3.47)  0.122
H (-4.88, -1.04, -5.59)  0.087
H (-3.80, -1.82, -1.97)  0.100
C (-2.12, -0.72, 5.46)  -0.221
C (-1.31, -0.37, 4.20)  -0.187
O (-1.33, -1.46, 3.28)  -0.111
O (-1.50, -1.77, 6.21)  -0.037
H (-3.17, -0.94, 5.30)  0.111
H (-2.13, 0.25, 5.97)  0.115
H (-0.26, -0.13, 4.40)  0.099
H (-1.74, 0.48, 3.67)  0.124
H (-1.96, -1.26, 2.56)  0.049
H (-0.66, -1.98, 5.80)  0.067


two) DFT (ωB97M-V/def2-TZVPD) results for a cluster of 14 separate species, C28H84O28 in total.

Computed properties:
Orbital gap in eV: 8.690
LUMO level in eV: -0.022
Highest occupied orbital energy in eV: -8.7

Each line ends with the Löwdin charge.
Geometry (Å):
C (-2.26, 1.84, 5.52)  -0.234
C (-1.42, 0.64, 5.19)  -0.237
O (-0.10, 0.97, 5.62)  -0.063
O (-1.86, 2.87, 4.61)  -0.083
H (-2.10, 2.21, 6.54)  0.119
H (-3.31, 1.64, 5.30)  0.122
H (-1.52, 0.50, 4.11)  0.113
H (-1.83, -0.24, 5.71)  0.117
H (0.55, 0.55, 5.05)  0.055
H (-0.92, 3.03, 4.78)  0.076
C (-4.25, 1.35, -4.05)  -0.225
C (-4.53, 1.01, -2.61)  -0.276
O (-5.06, 2.09, -1.86)  -0.019
O (-3.24, 2.35, -4.20)  -0.066
H (-5.17, 1.69, -4.54)  0.121
H (-3.78, 0.51, -4.57)  0.114
H (-3.71, 0.58, -2.04)  0.106
H (-5.19, 0.14, -2.73)  0.110
H (-5.97, 2.24, -2.13)  0.098
H (-3.06, 2.33, -5.14)  0.073
C (0.22, 2.19, -3.20)  -0.243
C (0.00, 3.03, -4.47)  -0.232
O (-0.74, 4.22, -4.17)  -0.053
O (-1.00, 2.01, -2.53)  -0.057
H (0.85, 2.79, -2.53)  0.108
H (0.63, 1.22, -3.50)  0.095
H (-0.63, 2.43, -5.13)  0.102
H (0.91, 3.30, -5.00)  0.115
H (-0.72, 4.72, -4.99)  0.079
H (-0.88, 1.40, -1.77)  0.053
C (-0.89, -1.64, -4.09)  -0.201
C (0.07, -2.04, -5.18)  -0.205
O (0.90, -0.94, -5.63)  -0.072
O (-0.33, -1.54, -2.78)  -0.084
H (-1.57, -2.50, -4.05)  0.128
H (-1.44, -0.72, -4.30)  0.121
H (-0.56, -2.30, -6.04)  0.121
H (0.67, -2.89, -4.86)  0.104
H (1.57, -1.31, -6.21)  0.079
H (0.53, -1.11, -2.73)  0.048
C (0.98, 4.45, 1.21)  -0.190
C (2.41, 4.24, 1.80)  -0.167
O (2.62, 2.92, 2.33)  -0.109
O (0.72, 3.69, 0.05)  -0.066
H (0.78, 5.50, 1.02)  0.127
H (0.40, 4.05, 2.05)  0.112
H (2.66, 4.92, 2.62)  0.131
H (3.16, 4.32, 1.01)  0.075
H (3.38, 2.52, 1.91)  0.011
H (0.75, 2.74, 0.21)  0.041
C (3.74, 0.75, -3.91)  -0.228
C (3.41, -0.61, -3.26)  -0.213
O (2.28, -0.41, -2.43)  -0.101
O (3.93, 0.63, -5.30)  -0.061
H (4.55, 1.32, -3.46)  0.120
H (2.87, 1.41, -3.82)  0.106
H (4.34, -0.85, -2.74)  0.122
H (3.30, -1.37, -4.03)  0.110
H (2.40, 0.32, -1.80)  0.039
H (3.16, 0.26, -5.73)  0.063
C (3.27, 1.22, 0.28)  -0.187
C (4.54, 2.08, 0.32)  -0.167
O (4.46, 3.31, 1.05)  -0.106
O (2.25, 1.70, -0.61)  -0.093
H (2.78, 1.27, 1.26)  0.093
H (3.63, 0.23, 0.01)  0.133
H (4.95, 2.29, -0.67)  0.131
H (5.27, 1.40, 0.75)  0.130
H (4.09, 3.94, 0.42)  0.081
H (2.25, 2.66, -0.60)  0.078
C (2.25, -3.73, 1.98)  -0.179
C (1.71, -4.00, 3.35)  -0.213
O (0.46, -3.34, 3.53)  -0.072
O (2.70, -2.35, 1.86)  -0.110
H (1.65, -3.85, 1.08)  0.112
H (3.19, -4.29, 1.86)  0.129
H (2.42, -3.69, 4.11)  0.115
H (1.43, -5.06, 3.34)  0.132
H (0.03, -3.55, 4.36)  0.106
H (3.59, -2.28, 2.23)  0.057
C (2.93, -4.00, -2.96)  -0.252
C (2.29, -4.85, -1.84)  -0.244
O (0.93, -4.58, -1.74)  -0.049
O (4.26, -4.36, -3.25)  -0.047
H (2.92, -2.96, -2.64)  0.085
H (2.25, -3.79, -3.79)  0.103
H (2.77, -4.58, -0.90)  0.107
H (2.51, -5.91, -2.01)  0.124
H (0.80, -3.68, -1.41)  0.070
H (4.39, -5.11, -3.85)  0.088
C (-2.26, -4.26, 1.19)  -0.243
C (-3.26, -3.78, 2.29)  -0.264
O (-4.60, -3.72, 1.91)  -0.057
O (-1.20, -4.91, 1.83)  -0.078
H (-1.93, -3.34, 0.68)  0.098
H (-2.64, -4.81, 0.33)  0.120
H (-2.80, -2.85, 2.66)  0.101
H (-3.14, -4.51, 3.09)  0.112
H (-4.62, -3.29, 1.05)  0.026
H (-0.61, -4.27, 2.24)  0.030
C (-0.22, -0.49, -0.02)  -0.155
C (-0.18, 0.01, 1.42)  -0.190
O (0.17, 1.38, 1.59)  -0.059
O (-1.45, -0.04, -0.68)  -0.107
H (-0.10, -1.57, 0.00)  0.116
H (0.59, -0.12, -0.65)  0.094
H (0.46, -0.66, 2.01)  0.104
H (-1.17, -0.13, 1.86)  0.097
H (0.98, 1.56, 2.08)  0.055
H (-1.46, -0.59, -1.49)  0.074
C (4.09, -1.01, 5.02)  -0.227
C (3.48, 0.21, 4.34)  -0.204
O (2.29, -0.19, 3.65)  -0.079
O (4.54, -2.04, 4.13)  -0.078
H (3.44, -1.44, 5.79)  0.123
H (4.92, -0.76, 5.70)  0.120
H (4.21, 0.62, 3.65)  0.119
H (3.24, 0.87, 5.18)  0.130
H (2.62, -0.98, 3.18)  0.043
H (4.95, -2.71, 4.69)  0.096
C (-2.87, 3.37, 1.29)  -0.213
C (-4.29, 3.90, 1.18)  -0.284
O (-4.43, 5.12, 0.49)  -0.036
O (-2.53, 3.01, -0.06)  -0.053
H (-2.86, 2.54, 2.00)  0.107
H (-2.29, 4.23, 1.63)  0.113
H (-4.91, 3.75, 2.09)  0.117
H (-4.93, 3.15, 0.68)  0.094
H (-4.84, 5.79, 1.04)  0.080
H (-1.80, 2.38, 0.01)  0.039
C (-5.14, -0.95, -0.23)  -0.198
C (-4.52, -0.30, 1.01)  -0.180
O (-3.19, -0.71, 1.31)  -0.081
O (-4.84, -2.33, -0.40)  -0.083
H (-4.81, -0.46, -1.15)  0.054
H (-6.22, -0.99, -0.24)  0.129
H (-5.12, -0.54, 1.89)  0.122
H (-4.58, 0.77, 0.83)  0.104
H (-2.73, -0.66, 0.46)  0.042
H (-5.11, -2.75, -1.22)  0.103


Bottom line: two), by a margin of 93.7 kJ/mol.